1.
The following is a DFT calculation (ωB97M-V/def2-TZVPD) of 2 unconnected molecules or ions with the total composition C3H9NO2.

```
! wB97M-V def2-TZVPD RIJCOSX def2/J DEFGRID3
* xyz 0 1
C 0.4984 0.3980 -1.1830
N 1.6532 0.2503 -0.4214
C 1.6393 -0.6022 0.7763
C 2.0646 0.0930 2.0523
O 0.4574 1.2423 -2.0551
H -0.2546 -0.4044 -1.2329
H 2.2997 1.0303 -0.3814
H 2.2631 -1.4582 0.4684
H 0.6484 -1.0274 0.9123
H 3.1470 0.2103 2.1342
H 1.8100 -0.5346 2.9128
H 1.4956 1.0142 2.1706
H -4.9481 -0.1368 0.5129
H -5.3924 -1.6025 0.7692
O -5.1203 -0.9745 0.1011
*
```

Calculated values
Relative energy (zero: lowest compared OMol25 entry of this formula, charge and spin) in kJ/mol: 118.4
Total energy in eV: -8841.728
SMILES: CCNC=O.O
Largest force on an atom in eV/A: 2.77
Frontier orbital gap in eV: 10.3

Atomic partial charges in e from the natural (NBO) method, atoms 1 to 8: C 0.51; N -0.63; C -0.22; C -0.63; O -0.60; H 0.13; H 0.40; H 0.19

---

2.
The following is a DFT calculation (ωB97M-V/def2-TZVPD) of 2 unconnected molecules or ions with the total composition C4H7ClO.

```
! wB97M-V def2-TZVPD RIJCOSX def2/J DEFGRID3
* xyz 0 1
C -0.1717 1.7773 0.0020
C 0.4482 0.3799 -0.2100
C 1.9805 0.2898 0.1589
C -0.4174 -0.6574 -0.1458
H 0.3105 2.3179 0.7394
H -1.2579 1.9743 -0.0592
H 0.1505 2.4352 -0.9458
H 2.0099 0.4882 1.4105
H 2.5128 1.0913 -0.3544
H 2.9905 -1.5007 0.9206
H 0.1142 -1.7118 -0.0595
O 2.0911 -1.0343 -0.2279
Cl -2.0351 -0.4446 0.0788
*
```

Calculated values
Relative energy (zero: lowest compared OMol25 entry of this formula, charge and spin) in kJ/mol: 562.9
Total energy in eV: -18825.695
Largest force on an atom in eV/A: 8.20
Frontier orbital gap in eV: 7.8

Atomic partial charges in e from the natural (NBO) method, atoms 1 to 8: C -0.67; C -0.04; C -0.08; C -0.29; H 0.21; H 0.24; H 0.20; H 0.16

---

3.
The following is a DFT calculation (ωB97M-V/def2-TZVPD) of a molecular structure, C19H12ClMnN3O8.

```
! wB97M-V def2-TZVPD RIJCOSX def2/J DEFGRID3
* xyz 2 2
Mn -1.3634 -1.3943 0.6377
O 2.5146 -2.4630 4.4385
C 3.0734 -2.2739 3.2714
O 4.2389 -2.0756 3.1156
C 2.1608 -2.2820 2.0458
C 2.5941 -2.2259 0.6808
Cl 4.1963 -2.2308 0.2184
N 1.5050 -2.1736 -0.1305
N 0.4036 -2.1831 0.6546
C 0.7972 -2.2560 1.9554
C -0.3186 -2.1816 2.9479
O -0.1791 -2.3280 4.1192
O -1.4702 -1.8941 2.3239
C 1.3510 -2.0943 -1.5609
C 0.0603 -2.0686 -2.0899
C -0.1530 -1.9821 -3.4509
C 0.9236 -1.9204 -4.3231
C 2.2084 -1.9550 -3.8078
C 2.4279 -2.0504 -2.4430
H 1.5521 -2.5745 4.4640
H -0.8055 -2.1499 -1.4435
H -1.1642 -1.9703 -3.8348
H 0.7583 -1.8516 -5.3890
H 3.0580 -1.9103 -4.4747
H 3.4367 -2.0997 -2.0893
O 0.7355 0.8538 0.2336
C -0.4136 1.1926 0.2184
O -1.3706 0.1411 0.1389
C -0.9650 2.5405 0.2624
C -2.3488 2.7575 0.2336
C -2.8389 4.0481 0.2732
C -1.9327 5.0929 0.3348
C -0.5609 4.9016 0.3630
C -0.0700 3.6120 0.3233
N -2.4635 6.4951 0.3673
O -3.6675 6.6102 0.3353
O -1.6365 7.3755 0.4195
H -3.0387 1.9270 0.1797
H -3.9001 4.2467 0.2533
H 0.1040 5.7514 0.4162
H 0.9955 3.4297 0.3433
C -2.5159 -2.5693 -0.0121
H -3.2021 -2.2125 -0.7936
H -2.7166 -3.6050 0.2741
*
```

Calculated values
Relative energy (zero: lowest compared OMol25 entry of this formula, charge and spin) in kJ/mol: 129.8
Total energy in eV: -84564.647
Largest force on an atom in eV/A: 3.22
Frontier orbital gap (spin up / spin down) in eV: 4.2 / 5.3

Atomic partial charges in e from the natural (NBO) method, atoms 1 to 8: Mn 1.19; O -0.63; C 0.79; O -0.49; C -0.16; C 0.23; Cl 0.28; N -0.14

---

4.
The following is a DFT calculation (ωB97M-V/def2-TZVPD) of 2 unconnected molecules or ions with the total composition C2HCl2NS.

```
! wB97M-V def2-TZVPD RIJCOSX def2/J DEFGRID3
* xyz 0 1
C -0.0649 -0.9256 0.7661
C -0.5981 0.2512 0.1949
N 0.2698 -1.9727 1.0842
S 1.0737 -0.0008 -1.8275
Cl -2.2172 0.4020 -0.4583
Cl -0.1419 1.7534 0.9962
H 1.6787 0.4925 -0.7557
*
```

Calculated values
Relative energy (zero: lowest compared OMol25 entry of this formula, charge and spin) in kJ/mol: 239.4
Total energy in eV: -39456.971
Largest force on an atom in eV/A: 2.89
Frontier orbital gap (spin up / spin down) in eV: 7.1 / 7.1

Partial charges, natural (NBO), in e: C 0.14; C -0.13; N -0.19; S -0.14; Cl 0.13; Cl 0.10; H 0.11

---

5.
The following is a DFT calculation (ωB97M-V/def2-TZVPD) of C21H19F3N4 in the gas phase.

```
! wB97M-V def2-TZVPD RIJCOSX def2/J DEFGRID3
* xyz 0 1
F 2.2928 2.6867 4.3581
F 0.7969 1.2623 5.2065
F 0.2734 3.4296 4.9891
N 0.8781 2.8886 1.8835
N -0.3322 1.0972 2.6232
C 0.3343 2.2980 0.8684
C 0.4831 2.1052 2.9607
C -1.1788 0.4374 0.4012
C -0.9490 0.6093 -0.9471
C -2.8346 -0.5190 1.9883
C -1.8243 -1.9341 0.3084
C -3.5142 -1.6285 2.5139
C -2.5844 -3.0088 0.7498
C 3.0251 -0.6768 -1.4751
C 2.9962 0.3902 -3.6162
C 1.8471 -0.0350 -1.1012
C 1.7932 1.0586 -3.2643
C -2.0099 -0.6857 0.8841
C -3.4647 -2.8754 1.8707
C 3.6423 -0.4252 -2.7064
C 1.2066 0.8716 -2.0026
N -0.4627 1.2684 1.3138
N 0.4668 2.6258 -0.4685
C 0.9640 2.3595 4.4063
C -4.2860 -4.0626 2.3688
C 4.8942 -1.1879 -3.0272
C -0.7121 2.4501 -2.6242
C -0.0006 1.6695 -1.5036
H -1.4899 -0.0239 -1.6195
H -2.9636 0.4574 2.3898
H -1.1116 -2.0667 -0.5134
H -4.1272 -1.4495 3.3928
H -2.4889 -3.8894 0.1417
H 3.4739 -1.3409 -0.7597
H 3.4240 0.5803 -4.5977
H 1.4269 -0.2911 -0.1313
H 1.3496 1.7012 -3.9968
H 1.3411 3.1087 -0.6638
H -4.1253 -4.2367 3.4193
H -5.3643 -3.8373 2.2164
H -4.0611 -4.9816 1.7804
H 4.7183 -2.2496 -2.8180
H 5.7262 -0.8273 -2.4582
H 5.1838 -1.1471 -4.0867
H -1.0426 1.7914 -3.4052
H -1.5767 3.0206 -2.2130
H -0.0330 3.2128 -3.0358
*
```

Calculated values
Relative energy (zero: lowest compared OMol25 entry of this formula, charge and spin) in kJ/mol: 0.0
Total energy in eV: -36198.390
SMILES: Cc1ccc(C2=C[C@](C)(c3ccc(C)cc3)Nc3nc(C(F)(F)F)nn32)cc1
Largest force on an atom in eV/A: 3.42
Frontier orbital gap in eV: 8.8

Atomic partial charges in e from the natural (NBO) method, atoms 1 to 8: F -0.31; F -0.31; F -0.33; N -0.49; N -0.24; C 0.54; C 0.19; C 0.17